155
Properties=species:S:1:pos:R:3:forces:R:3 method="wB97M-V/def2-TZVPD" homo_ev="-7.119 / -7.040" charge=0 orbital_gap_ev="7.17 / 7.07" e_tot_ha=-5892.0460 lumo_energy_ev="0.051 / 0.032" mol_weight_da=1018.03 spin_multiplicity=7
H 2.7663 -0.6449 2.9373 -0.6 0.0 -0.2
C -5.5776 -0.1481 2.3803 0.4 1.6 -0.4
H 2.1432 -5.5416 0.9312 -0.5 -0.3 -0.1
N 0.4601 -4.3425 -1.8684 -0.8 -0.6 -0.1
C 5.6671 3.4271 -1.4548 -0.7 -0.2 -1.1
C -2.0979 -2.0873 5.2224 -0.7 0.0 0.8
H -5.2081 5.4038 -2.1020 0.5 0.2 -0.6
O 2.4924 1.3906 8.3312 0.8 0.8 1.1
O -4.0986 6.7816 -1.0904 0.3 0.4 0.9
H 3.9575 1.1465 2.2381 -0.2 0.3 -0.1
H -4.4851 1.0253 -1.7480 -0.7 0.1 -0.5
N 2.2754 3.1064 2.4226 -1.9 -1.8 2.5
H -4.5009 6.8294 0.9532 -0.2 -0.4 0.1
H -2.3108 -3.0271 5.7319 0.7 -0.5 -0.3
H 2.3906 2.7922 3.3755 -0.5 -0.2 -0.2
H 8.6814 2.4659 -1.9545 0.0 0.5 0.7
H -0.9051 1.4886 0.0777 -0.8 0.2 0.0
H 4.2074 2.6386 0.0103 -2.2 0.4 0.9
C -7.0774 -1.9678 -2.9878 -0.5 -0.6 -0.6
H 1.9943 -1.8519 1.7725 -0.6 1.3 -0.9
H -0.4292 3.3677 -1.8784 -0.2 0.0 0.1
H 5.1591 -3.2284 -4.1958 -0.6 0.3 -0.8
H 1.1649 2.4392 -5.5203 0.2 -0.3 0.5
O 3.4330 -3.9520 -3.1074 -0.9 2.5 0.0
H -3.5398 3.4975 -1.1167 0.2 -0.2 0.5
C -4.6384 0.1632 -1.0989 -0.7 0.9 1.1
C 3.0285 4.1379 2.1749 3.6 0.5 0.0
H 5.0281 1.5910 -2.4187 0.2 -0.6 0.4
O -0.7668 -1.6982 5.3102 1.1 1.6 -1.8
H -0.4149 -6.9046 -2.6143 -0.5 -0.2 0.6
H 2.2547 4.0922 0.4626 0.3 0.3 -1.2
H -3.6671 1.3549 0.3817 0.0 0.3 0.7
C -6.1593 -0.8021 -2.7476 0.9 0.7 0.4
O 0.3853 2.8188 -3.6178 0.1 0.9 -1.5
H 0.9242 1.7434 5.8237 -0.2 0.0 0.7
H 5.2223 4.2336 -0.8718 0.2 -0.3 0.9
N 3.0689 4.4752 0.9215 -2.3 0.5 -5.2
N -3.1204 4.3184 -2.9992 0.8 0.3 0.7
Co 1.9821 -2.8423 -1.9109 1.2 0.8 -0.1
C 7.6637 2.1351 -1.7471 -0.4 -0.5 -0.6
C -8.2273 -3.2482 -4.5775 -0.9 -1.7 -0.2
H -0.9395 -0.4350 -1.1452 -0.3 0.3 -0.5
H 1.1837 0.6773 3.8053 -0.6 0.5 0.0
C 1.5147 -4.8173 0.4130 0.3 1.7 -1.1
H -5.3515 0.8511 2.7524 -0.6 0.1 0.4
H -3.9627 3.8356 -3.2777 -0.4 0.4 -0.3
H -5.1939 5.1235 -0.4765 0.5 -0.2 0.8
H -7.6542 -4.1500 -4.3620 0.3 -0.3 0.0
H -5.2254 -0.9338 -3.2940 0.4 -0.6 0.0
C -0.5972 -0.4001 4.5392 0.4 -1.2 0.7
H 3.9377 2.4204 9.4411 -0.1 0.2 -0.5
H -0.0288 -0.3803 7.1052 -0.5 0.3 0.4
O 1.0753 1.7297 0.0842 0.9 -2.1 -0.8
C -3.2985 4.4876 -1.5033 -1.0 -0.2 -1.4
H -2.3365 2.3745 -2.9079 0.0 -0.4 0.4
H -2.6737 -1.4204 5.8640 -0.6 0.6 -0.5
H 5.8419 3.9963 -2.3677 0.2 -0.4 -0.7
C -0.3197 -0.5386 -0.2546 2.7 -0.1 -0.5
H -3.7339 8.2262 0.4196 0.4 0.0 -0.7
H 3.8689 -4.2100 1.4759 -0.6 0.0 0.2
H 3.6732 5.1165 0.4280 -0.3 0.0 1.0
H 5.1657 -0.0700 2.2716 0.2 -0.5 -0.4
C -4.5079 5.4280 -1.2669 0.5 0.4 0.2
O 6.8693 2.9864 -0.8899 1.3 -0.6 -0.5
H 1.2190 0.1171 9.2355 -0.8 0.3 0.5
H 7.2786 1.9352 -2.7470 -0.7 0.9 -0.3
O 1.8753 1.0659 -2.6727 1.0 -0.9 0.1
H -9.1244 -3.3458 -3.9661 -0.3 0.3 0.3
C 4.4598 0.4191 1.6004 -0.4 0.2 -1.0
C 0.9760 0.0403 7.1463 -0.5 0.1 -1.0
O -2.0030 -5.4998 -2.5869 0.4 0.6 2.2
H -0.8068 -0.4720 3.4720 -0.1 -0.9 -0.2
H -6.5275 -2.8724 -2.7283 0.1 -0.3 0.2
H 0.0966 -1.2770 -3.3704 -0.2 0.2 0.6
H 5.7559 1.8190 0.9511 0.3 0.4 -0.5
C -2.0942 3.3372 -3.3580 1.2 -1.1 0.5
N -5.9027 -0.5907 -1.2843 0.7 0.9 -1.1
H -2.1071 3.0678 -4.4141 -0.1 0.7 -0.3
H 3.4471 -2.1040 2.3747 1.2 0.2 -0.1
H -1.4001 0.2547 4.8779 0.3 0.5 0.6
H -2.3929 4.8681 -1.0309 -0.1 0.0 -0.1
O 2.4096 -3.7550 -0.0332 0.7 -0.8 0.4
H 1.5575 -0.8806 7.1021 0.6 0.2 0.2
C -0.6144 3.6057 -2.9258 0.3 0.8 -0.6
N 4.1369 1.7540 -0.4720 0.8 0.0 1.8
C 1.1877 0.8446 8.4245 1.3 -0.6 -1.4
O -7.5190 -2.1154 -4.3560 1.4 2.3 0.9
H 0.8745 -4.2596 1.0965 -0.4 -0.6 0.2
H 3.7965 2.7183 -2.2396 -0.2 0.2 0.2
O 3.4865 -0.4419 1.0393 -0.7 -1.4 0.4
H 7.7108 1.0887 -1.4456 0.1 0.1 1.1
H 4.2054 -2.8804 0.3678 -0.1 0.0 -0.1
O 0.8787 -1.2555 -0.5720 0.2 0.9 -0.1
H 5.4613 -1.0585 -2.6666 0.6 -0.5 0.7
H 1.1774 -5.5343 -3.3836 0.2 0.5 -0.8
H 2.3196 3.2422 9.1274 0.4 0.4 0.6
H -0.2952 4.6289 -3.1239 -0.5 0.4 0.3
C 4.5997 -3.1209 -3.2664 -0.2 -0.6 2.6
H 4.3516 -4.5496 -0.1671 -0.2 -0.1 -0.3
C 0.2662 -4.9611 -3.2130 -0.4 -2.2 0.7
O 3.9077 4.5804 2.8650 1.2 0.9 3.3
H -3.5224 -6.3381 -3.4790 -0.6 -0.9 0.1
H -8.5484 -3.3052 -5.6175 0.1 0.2 0.0
H 1.3171 -6.2067 -1.2302 -0.2 -0.1 -0.1
H 4.2167 -1.0686 -3.7735 -0.2 0.3 -0.8
H 5.8101 0.4883 -0.1718 -0.3 -0.5 0.2
H -0.5214 -4.2846 -1.6377 -0.4 1.9 0.1
H 1.5835 4.0863 -5.1226 0.5 0.1 1.6
H 1.2167 1.7107 -2.9308 -0.7 0.9 0.1
H -0.2540 -5.6689 -0.4745 0.3 -0.8 0.2
H -5.7080 -1.4530 -0.7956 -0.3 -0.5 -0.2
C -0.0308 0.9086 0.3732 -1.0 0.3 0.0
H -0.8974 -1.1608 0.4289 -0.4 0.2 0.6
C 2.8519 2.3320 9.4036 -0.8 -1.3 -1.3
H 0.0040 3.6650 -5.4915 -0.4 0.0 0.1
O -4.6898 -0.2520 1.2342 0.1 -2.5 2.1
H -2.8705 -7.4003 -2.0950 0.5 -0.1 -0.5
H -2.4452 -2.1263 4.1899 -0.3 0.0 0.0
H -2.9580 -2.5866 -0.0106 0.3 0.0 -0.1
H 2.5653 1.9569 10.3861 -0.4 0.0 0.1
H 1.2080 -1.5159 -4.3701 0.4 -0.2 -0.2
H -5.4438 -0.8179 3.2298 1.0 -0.5 -0.6
H 1.6199 2.7040 1.7680 -0.1 -0.5 -0.4
H 1.4937 -0.7907 4.4763 -0.1 -0.4 0.7
C 5.1302 1.1036 0.4175 0.9 -0.4 0.8
H 0.4247 1.6231 8.4322 -0.2 0.1 0.7
H -4.1145 -1.8348 0.6132 -0.1 0.7 0.5
H -3.7685 -0.4525 -1.3276 0.3 -0.2 0.4
H -6.4568 0.1564 -3.1731 -0.9 0.0 0.2
H -2.7935 6.7055 0.6430 0.3 0.0 -0.4
C -3.0782 -6.4042 -2.4859 -0.6 1.1 0.1
C -4.6058 0.8023 0.3431 -0.8 -1.1 -2.0
C 3.7581 -3.8713 0.4458 0.5 0.3 -0.6
C 0.7395 -5.3797 -0.8170 0.8 0.3 0.5
O 0.8931 -1.7895 -3.5086 -0.2 -0.1 -0.5
N 1.2488 0.7904 5.9041 0.2 -0.9 -1.0
H -6.6370 -0.2481 2.1442 0.0 0.2 -0.6
C 2.8634 -1.2486 2.0349 0.4 -0.6 1.1
C 0.8582 3.2976 -4.9228 -1.9 -0.7 -0.7
O -3.8284 -2.7144 0.3667 0.0 -0.9 -0.3
H 5.2790 -3.6319 -2.5841 0.7 0.4 0.5
Co 2.5065 0.3369 -0.7788 -1.0 -0.6 0.2
O 3.4852 -1.2155 -1.9194 0.0 -1.0 0.6
C 4.6315 2.2916 -1.6839 1.4 1.3 -2.4
C 4.5070 -1.5550 -2.8423 -1.9 -0.5 -1.2
C 0.8629 0.0794 4.6583 -0.2 0.1 1.1
H -5.5327 1.3531 0.5025 0.3 0.8 -0.5
H 2.1811 0.6913 -3.4988 0.4 -0.5 0.1
H -7.9490 -1.9232 -2.3348 -0.2 0.1 0.1
C -3.7163 7.1472 0.2666 -1.3 -0.6 -0.3
H -0.0822 -4.3420 -4.0398 0.9 0.8 0.5
H -0.1356 0.8148 1.4541 0.1 -0.3 0.6
H -1.1690 -6.3499 -4.0948 0.8 -0.4 -0.6
C -0.8398 -6.0297 -3.1062 0.5 -0.4 -1.7
H -3.7403 -5.9669 -1.7385 -0.3 0.1 -0.2